Record 1
The following is a DFT calculation (ωB97M-V with the def2-TZVPD basis set) of C20H22N2NaO2S3SbSe4 as an isolated structure.

Summary:
Net charge: -2
E, eV: -333021.4633

The geometry in XYZ format:
```
55
Properties=species:S:1:pos:R:3:forces:R:3
Na -0.881151 -0.923185 -0.099534 -0.0637 0.3244 0.4301
C 1.843588 1.990552 0.102566 -0.0029 0.0227 0.0113
C 1.179286 2.380562 1.422102 -0.0088 -0.0152 -0.0589
S -0.426026 1.574951 1.747578 -0.0046 -0.0038 0.0358
C -0.162990 0.922730 3.422270 0.0434 -0.0070 0.0299
C -0.064674 -0.599030 3.578637 -0.0732 0.0520 -0.0062
S 0.939094 -1.509862 2.386268 0.0480 -0.0158 0.0488
C 2.500846 -0.590211 2.445119 0.0172 0.0013 -0.0311
C 3.136343 -0.357976 1.069694 0.0177 -0.0004 0.0445
S 2.066996 0.237101 -0.256192 0.0189 0.0108 -0.0008
H 2.798961 2.518981 0.021271 0.0140 -0.0236 -0.0002
H 1.215120 2.322776 -0.728174 0.0048 -0.0034 0.0038
H 1.007547 3.459738 1.393504 -0.0259 -0.0031 -0.0022
H 1.847971 2.193641 2.260617 0.0099 -0.0193 0.0195
H -1.019134 1.246966 4.014906 -0.0287 -0.0129 -0.0220
H 0.715965 1.423424 3.833102 -0.0077 -0.0166 0.0020
H -1.061822 -1.025742 3.446395 -0.0065 0.0061 0.0083
H 0.260726 -0.821399 4.598844 0.0063 -0.0083 -0.0173
H 3.216194 -1.131264 3.069895 -0.0019 -0.0096 -0.0020
H 2.306464 0.358159 2.937103 -0.0186 0.0188 -0.0077
H 3.514918 -1.306432 0.682124 -0.0227 -0.0065 -0.0037
H 4.002858 0.300472 1.187888 -0.0087 0.0097 -0.0215
O 0.086351 -2.184330 -1.433045 0.2017 -0.3638 -0.3560
C 0.514815 -2.157532 -2.621359 -0.0035 0.1016 -0.0395
C 1.071114 -3.332284 -3.232055 0.0302 -0.0060 -0.0128
C 1.572388 -3.340079 -4.508192 -0.0094 0.0050 0.0385
C 1.569673 -2.179419 -5.297090 0.0056 0.0022 -0.0202
C 1.037379 -1.031462 -4.750712 -0.0092 -0.0054 0.0356
C 0.502567 -0.975931 -3.454393 -0.0023 -0.1133 0.0000
C -0.024202 0.311402 -3.051765 0.0053 0.1091 -0.0187
N -0.639788 0.621134 -1.969507 -0.0541 -0.1234 -0.0162
N -0.915084 1.987709 -1.890628 -0.0150 0.1056 -0.0203
C -1.895517 2.323564 -1.130107 0.0284 -0.0397 -0.0932
O -2.770610 1.579313 -0.492767 0.0233 0.0542 0.0959
C -2.078741 3.777785 -0.832874 -0.0014 0.0480 0.0153
C -3.038238 4.174780 0.095835 -0.0146 -0.0306 -0.0279
C -3.189894 5.520190 0.403742 0.0116 0.0026 -0.0135
C -2.395670 6.476636 -0.212109 -0.0076 -0.0155 0.0038
C -1.442390 6.082626 -1.144605 -0.0012 -0.0124 -0.0069
C -1.283107 4.740740 -1.452536 0.0218 -0.0051 0.0367
H 1.075332 -4.230755 -2.625555 -0.0065 0.0045 0.0052
H 1.978227 -4.263072 -4.912032 0.0028 -0.0004 -0.0085
H 1.966457 -2.186290 -6.304505 0.0003 0.0014 0.0027
H 1.018304 -0.119642 -5.341792 -0.0004 0.0015 -0.0018
H 0.130389 1.116828 -3.778999 0.0053 0.0078 0.0169
H -3.662562 3.425979 0.566933 -0.0159 0.0159 0.0080
H -3.938808 5.815995 1.127747 -0.0041 -0.0089 0.0009
H -2.520431 7.526067 0.029418 0.0046 -0.0001 -0.0025
H -0.822436 6.824648 -1.634719 0.0014 -0.0012 -0.0002
H -0.543815 4.416058 -2.172339 -0.0019 -0.0055 -0.0037
Se -5.837220 -2.394938 0.416026 -0.0458 -0.1474 -0.0403
Sb -5.149992 -0.192181 1.118921 0.2307 0.1129 -0.1868
Se -6.642531 1.681328 0.886871 -0.0637 0.0989 0.0026
Se -3.577472 -0.018399 2.960026 0.0765 -0.0351 0.1261
Se -3.475449 -0.097664 -0.950284 -0.2996 -0.0574 0.0209
```
Forces are in eV/Å.

---

Record 2
The following is a DFT calculation (ωB97M-V with the def2-TZVPD basis set) of an isolated ion of composition C4H6ClN2 and charge +1 in a non-equilibrium geometry.

Summary:
Net charge: +1
E, eV: -19740.0000
Structure (SMILES): C[n+]1c[nH]cc1Cl

The geometry in XYZ format:
```
13
Properties=species:S:1:pos:R:3:forces:R:3
C -0.183708 1.725302 0.101202 4.0322 -1.1601 -5.2434
N -0.162705 0.282902 -0.068790 -4.7264 -4.3790 0.9723
C 0.708825 -0.702362 -0.051017 -0.9048 2.0518 0.1891
N 0.182193 -1.907279 0.027429 -0.7487 -0.2888 -0.0882
C -1.197845 -1.825421 0.047204 -0.9247 1.0209 0.4580
C -1.595710 -0.550726 0.045418 3.4412 2.4918 -0.8180
Cl -3.082422 0.257737 -0.030793 0.8024 -0.3837 0.1229
H -0.620496 2.033916 -0.904463 0.5548 0.6041 1.6916
H -0.720279 1.916771 0.917973 -2.1841 1.2045 3.0895
H 0.922245 1.989680 0.207560 -1.6788 0.3158 -0.1712
H 1.719578 -0.472741 -0.105497 1.8349 -0.1009 0.0824
H 0.707355 -2.733123 0.244256 0.2024 -0.2905 -0.2553
H -1.943290 -2.579500 0.130654 0.2997 -1.0859 -0.0296
```
Forces are in eV/Å.

---

Record 3
The following is a DFT calculation (ωB97M-V with the def2-TZVPD basis set) of a 2-piece molecular cluster, C18H15Cl2NO4S overall in a non-equilibrium geometry.

Summary:
Net charge: 0
E, eV: -64461.7226

The geometry in XYZ format:
```
41
Properties=species:S:1:pos:R:3:forces:R:3
O -8.405825 -1.443519 -0.420082 1.3284 2.0518 -0.0567
N -7.801146 -0.345785 -0.437548 -3.3273 0.0051 -0.2975
O -8.397627 0.755894 -0.473262 1.3204 -2.0624 0.0424
C -6.372989 -0.350589 -0.394225 2.2089 -0.0172 0.5434
C -5.668366 0.866097 -0.341034 -0.2773 -0.4207 0.0392
C -4.299199 0.863885 -0.071245 0.0298 -0.3254 0.0757
C -3.628832 -0.346803 0.181487 -0.2343 -0.0465 -0.9424
S -1.918357 -0.350237 0.828490 -0.4679 -0.2597 0.2479
C -0.817991 -0.438701 -0.493122 -2.2822 -0.6002 -0.6344
Cl 0.752525 -0.055029 -0.307294 1.3825 1.7409 -0.1077
O -1.808731 0.926845 1.504685 0.3617 -0.4582 -0.0507
O -1.862612 -1.586649 1.583940 -0.0415 0.2819 0.3082
C -4.313383 -1.562123 0.007566 0.0263 0.3060 0.0330
C -5.680767 -1.568664 -0.267513 -0.3130 0.4411 -0.0030
H -6.218088 1.795369 -0.472203 0.1812 -0.2129 0.0468
H -3.768675 1.813542 -0.028921 -0.0307 -0.2989 0.1515
H -1.113531 -1.056940 -1.332268 0.0118 -0.0009 0.1547
H -3.795232 -2.513069 0.117522 -0.0365 0.3018 0.1423
H -6.235858 -2.500555 -0.343154 0.1587 0.2176 0.0357
Cl 4.678707 4.406233 2.951332 0.0371 0.2786 0.2238
C 4.172933 3.049320 2.043563 -0.2508 -0.7569 -0.7557
C 4.038228 1.800631 2.665543 -0.1655 -0.1586 -0.3843
C 3.688010 0.687098 1.905060 0.0642 0.3728 0.0391
C 3.489238 0.785650 0.508583 -0.1214 0.2974 0.1445
C 3.265424 -0.394609 -0.304039 1.0381 -0.1092 0.0480
C 3.468209 -0.378855 -1.802352 -0.0710 -0.6961 -0.1880
C 3.592853 -1.888994 -2.210063 -0.2815 0.7156 0.2007
C 3.573188 -2.610534 -0.891801 -0.1969 0.8235 0.7126
C 3.404661 -1.739802 0.160350 0.3033 -1.0454 -0.7483
C 3.574114 2.072147 -0.079958 -0.0613 -0.2535 0.1218
C 3.917397 3.190489 0.672026 -0.0880 -0.2607 0.2344
H 4.201338 1.715937 3.735589 -0.0002 -0.0164 -0.1831
H 3.580447 -0.278217 2.395500 0.0520 0.2800 -0.0465
H 2.631117 0.106738 -2.315857 0.0897 0.0511 0.0602
H 4.388723 0.152594 -2.089482 -0.3022 0.0321 0.3211
H 2.749377 -2.168845 -2.857611 0.1993 -0.1701 0.1739
H 4.515463 -2.070364 -2.782268 -0.2566 -0.0383 0.1985
H 3.666502 -3.693723 -0.823965 0.0142 0.3159 0.1438
H 3.400626 -2.001510 1.218689 -0.1261 -0.1095 -0.4473
H 3.376468 2.185638 -1.146413 0.0931 -0.0066 0.2917
H 3.981654 4.170005 0.205748 0.0315 -0.1893 0.1107
```
Forces are in eV/Å.

---

Record 4
The following is a DFT calculation (ωB97M-V with the def2-TZVPD basis set) of an isolated ion of composition C4H12N3 and charge +1 in a non-equilibrium geometry.

Summary:
Net charge: +1
E, eV: -8806.4211
Structure (SMILES): N/C=N\CCC[NH3+]

The geometry in XYZ format:
```
19
Properties=species:S:1:pos:R:3:forces:R:3
N -0.762815 2.856962 1.060296 -0.0598 -0.2269 -0.4997
C -0.184816 2.164778 0.041390 1.0948 0.3092 0.7231
N 0.157427 0.930068 -0.043085 -1.6355 0.3497 -1.1049
C -0.472291 0.018842 0.889945 0.8382 0.1648 0.9085
C -0.537605 -1.390370 0.277794 -0.3142 0.1994 2.0739
C 0.784959 -1.901004 -0.265493 -0.0766 -0.0604 -1.7347
N 0.874672 -1.173351 -1.629030 1.0718 -1.1722 -1.2756
H -0.512346 3.828808 1.035892 -0.4963 0.2037 0.2636
H -1.159991 2.492392 1.913926 0.2856 -0.1440 -0.2256
H 0.141414 2.855655 -0.728757 0.2115 -0.1449 -0.1758
H -1.473063 0.308822 1.220082 -0.2548 0.0641 -0.4539
H 0.100926 0.107817 1.835251 0.0314 -0.7924 -0.2642
H -1.342361 -1.383043 -0.458232 0.3439 -0.1203 -0.4928
H -0.959984 -2.020460 1.066230 0.4305 -0.3145 -0.0855
H 0.843635 -2.981455 -0.464492 -0.4752 0.3557 -0.0527
H 1.742140 -1.692415 0.208852 -0.4825 0.5580 0.6454
H 0.449579 -0.230271 -1.533454 0.2043 0.3172 0.4028
H 0.484558 -1.698268 -2.419338 -0.8449 -0.0055 0.5634
H 1.825960 -1.093508 -2.007778 0.1277 0.4593 0.7847
```
Forces are in eV/Å.

---

Record 5
The following is a DFT calculation (ωB97M-V with the def2-TZVPD basis set) of C8H22N8O12Zn2 as an isolated structure in a non-equilibrium geometry.

Summary:
Net charge: 0
E, eV: -141981.8815

The geometry in XYZ format:
```
52
Properties=species:S:1:pos:R:3:forces:R:3
Zn 2.896484 -0.396274 -1.698652 -0.2201 1.2450 0.8844
Zn 1.854861 2.069775 -0.114727 0.0321 0.4019 -1.2970
C 0.610843 -0.059011 -0.541886 7.5967 2.1278 0.5954
O 1.366531 -1.121948 -0.507331 -1.8580 -2.6506 0.9396
O 1.082869 0.662805 -1.522101 -1.1715 1.3799 -3.8591
O 0.387660 0.702817 0.459687 -2.5186 -1.3275 1.8421
C 4.106762 1.800734 -1.389078 -8.4291 -2.6722 -1.0541
O 3.355903 2.824850 -1.450141 2.7845 2.9515 -0.9777
O 4.253826 0.966545 -2.374991 2.5913 0.3494 -1.7279
O 3.618522 1.074569 -0.377823 0.8801 -1.9259 4.1525
C -1.133978 1.887760 -4.386601 0.4451 -0.4095 -0.5998
O -1.634892 2.243657 -5.436342 -0.4294 0.0536 0.1989
N -1.824678 1.691154 -3.214336 0.2149 0.3199 0.2440
N 0.196781 1.606035 -4.290420 -0.2609 0.2661 -0.0397
H -2.825737 1.637291 -3.225978 0.0018 0.0875 0.0623
H -1.284546 1.671077 -2.365146 -0.2342 -0.6642 0.1371
H 0.597383 1.168960 -3.475386 0.1140 0.1018 -0.0517
H 0.691258 1.740392 -5.153274 0.3002 -0.0766 0.1727
C -0.238794 4.377817 -0.980795 -1.7780 0.5243 0.8343
O 0.545890 3.425676 -0.938111 0.5345 -0.1237 0.2601
N -0.069702 5.542900 -0.299542 0.8496 -0.9644 -0.2567
N -1.454891 4.260155 -1.566220 1.0397 -0.3343 -0.0721
H -0.642559 6.334221 -0.524996 0.2590 0.2186 0.2192
H 0.838063 5.610948 0.126889 -0.0632 0.6760 0.0280
H -2.033737 5.072272 -1.673868 -0.1940 -0.2057 -0.2212
H -1.577962 3.414719 -2.109401 -0.4723 0.4959 -0.3073
C -0.853498 -2.287723 3.003254 0.8723 -0.3265 -0.7227
O -1.940357 -2.076167 2.491058 -0.0092 0.2064 0.4342
N -0.589742 -3.230753 3.944239 -0.0830 -0.7266 0.7248
N 0.300806 -1.664182 2.607503 0.5489 0.9004 -0.4135
H -1.290401 -3.800791 4.379966 -0.3462 0.1586 -0.3613
H 0.354302 -3.473377 4.183014 0.0018 0.2288 0.0209
H 0.314320 -0.829313 2.041857 -0.5539 -0.2468 -0.3178
H 1.236557 -1.943144 2.844505 -0.2564 -0.3305 0.4340
C -2.411360 1.696355 3.422266 0.5099 -1.4869 0.7135
O -2.953865 2.465912 4.192858 0.0376 0.5365 -0.5176
N -2.988661 0.578565 2.909001 -0.9330 0.0846 -0.5183
N -1.066399 1.672450 3.137167 0.8354 0.8682 0.0339
H -2.483138 -0.109745 2.372711 -0.0640 -0.0557 0.1582
H -3.976724 0.439733 3.012385 0.0261 0.0896 0.1611
H -0.473875 2.437096 3.403461 -0.2788 0.1158 0.2078
H -0.659291 1.026820 2.485799 -0.2702 0.0387 -0.1983
C 0.127453 -5.572443 -0.214338 -0.2730 0.9296 0.0849
C 1.240660 -4.789598 0.458605 -0.1899 1.1904 0.5254
O 1.880000 -3.934057 -0.481218 1.2182 -0.7904 -0.3651
O 0.555091 -6.789561 -0.767321 0.1679 -0.8010 0.4142
H -0.266183 -4.940108 -1.013764 -0.1244 0.1494 0.1510
H -0.678218 -5.698360 0.516997 0.0087 -0.5469 -0.1180
H 1.912235 -5.436492 1.031682 0.5201 -0.2779 -0.9153
H 0.926769 -4.137157 1.284989 -0.9236 -0.1001 -0.2177
H 1.513987 -3.044894 -0.492003 -0.4194 0.0412 0.4850
H 0.587349 -6.768955 -1.724114 -0.0360 0.3067 0.0108
```
Forces are in eV/Å.

---

These records have energy relative to the best compared isomer or geometry (same formula, charge and spin) values of 7.2 64.2 708.1 126.7 0.0 kJ/mol, in the order they appear.
These records have HOMO values of -1.761 -14.265 -6.651 -12.901 -9.407 eV, in the order they appear.
These records have frontier orbital gap values of 5.1 10.8 4.2 9.9 7.5 eV, in the order they appear.